# CH3NO3

A cluster of 3 separate species, CH3NO3 in total at a distorted geometry (wB97M-V/def2-TZVPD, the Open Molecules 2025 dataset).

Each line ends with the natural charge from an NBO analysis.
Cartesian coordinates (Å):
1 O -0.023 2.944 7.859  -0.5441
2 O 1.076 1.672 6.511  -0.6233
3 O 0.014 -6.733 -9.863  -1.3708
4 N 0.345 2.736 6.700  0.2325
5 C 0.567 4.229 3.671  -0.1915
6 H 1.371 4.866 4.039  0.0488
7 H -0.566 -7.250 -9.176  0.3708
8 H 1.280 3.329 3.551  0.0776

## Properties
Kohn-Sham gap (eV): 4.5066
Total charge: -2
Energy above the lowest of the compared OMol25 structures with the same formula, charge and spin (kJ/mol): 331.2
LUMO level (eV): 3.5